No. 1
This record from the OMol25 dataset describes C45H89Li4O22P2 as an isolated structure at a distorted geometry. The level of theory is ωB97M-V/def2-TZVPD.

Positions of all 162 atoms, in Å:
Li  -0.6901  -1.0858  2.9443
Li  1.0095  -3.0859  1.6116
Li  -0.1231  -4.6417  3.2355
Li  1.8706  0.0145  2.1038
P  1.4154  -1.9228  3.6836
O  2.2815  -1.8570  2.4229
O  0.9709  -0.4350  3.6694
O  2.3880  -2.5076  4.7424
O  0.1571  -2.7853  3.3076
P  2.1796  -5.5730  3.0948
O  2.1386  -7.0730  2.6365
O  1.2940  -5.6081  4.3286
O  1.2918  -4.8179  2.0816
O  3.4663  -4.8143  3.5360
O  -1.2067  0.5524  -0.6340
C  -0.5797  -0.1246  0.3006
O  -1.1447  -1.0411  0.9737
O  0.5897  0.1630  0.5763
H  -2.0049  0.0938  -0.3617
C  -2.8255  -5.3403  -2.2484
C  -3.1685  -4.1534  -3.1748
C  -4.7262  -4.0115  -3.0545
O  -5.1694  -5.3725  -2.7648
C  -4.1899  -5.8773  -1.8200
H  -2.2658  -5.2050  -1.3229
H  -2.3481  -6.0746  -2.8974
H  -2.9553  -4.4406  -4.2045
H  -2.6946  -3.1994  -2.9438
H  -5.1664  -3.6738  -3.9927
H  -4.9524  -3.2259  -2.3334
H  -4.1328  -6.9590  -1.9415
H  -4.5226  -5.5740  -0.8273
C  1.6136  2.3150  -5.0546
C  1.2850  2.3889  -3.5434
C  1.6244  1.0606  -2.9478
O  2.7412  0.6397  -3.6939
C  2.7900  1.2025  -5.0160
H  1.8474  3.2796  -5.5051
H  0.8197  1.8583  -5.6455
H  0.3081  2.8472  -3.3894
H  1.9825  3.0442  -3.0216
H  0.8523  0.2954  -3.0279
H  1.8894  1.1872  -1.8981
H  2.6038  0.4709  -5.8022
H  3.7303  1.6990  -5.2557
C  -2.0817  5.6395  -1.4219
C  -1.6627  4.5590  -0.4682
C  -2.7938  4.4484  0.4866
O  -3.7698  5.4091  0.0404
C  -3.1496  6.4209  -0.7845
H  -2.4381  5.2419  -2.3721
H  -1.2563  6.3208  -1.6286
H  -0.7230  4.8593  -0.0046
H  -1.3108  3.6113  -0.8759
H  -2.4521  4.7689  1.4708
H  -3.2679  3.4690  0.5517
H  -2.6382  7.1373  -0.1415
H  -3.9318  7.0586  -1.1964
C  -3.1154  1.8408  5.4846
C  -3.8936  2.8707  4.6708
C  -3.9653  2.2683  3.2689
O  -2.9487  1.2781  3.1791
C  -2.1234  1.3686  4.3875
H  -3.6959  0.9924  5.8472
H  -2.5092  2.3006  6.2651
H  -3.3537  3.8175  4.6798
H  -4.8651  3.0836  5.1169
H  -3.6651  3.0581  2.5802
H  -4.9188  1.8272  2.9786
H  -1.3609  2.1177  4.1739
H  -1.6696  0.4137  4.6525
C  -4.4479  -2.6909  4.1735
C  -3.6511  -3.4124  5.2219
C  -2.3690  -2.6250  5.3140
O  -2.3352  -1.7257  4.1410
C  -3.3497  -2.2405  3.1941
H  -4.9687  -1.7758  4.4558
H  -5.2405  -3.2808  3.7132
H  -3.4463  -4.4240  4.8712
H  -4.2094  -3.4186  6.1580
H  -1.5874  -3.3674  5.1529
H  -2.2571  -2.1469  6.2872
H  -2.8813  -3.0366  2.6153
H  -3.7411  -1.5424  2.4542
C  6.7177  -1.7407  0.1911
C  7.0955  -3.2393  0.5301
C  5.9947  -3.5631  1.5272
O  5.0778  -2.4478  1.7221
C  5.8884  -1.3310  1.3806
H  6.0550  -1.7299  -0.6742
H  7.5402  -1.1267  -0.1757
H  8.1455  -3.3591  0.7971
H  6.8813  -3.8568  -0.3422
H  6.3521  -3.6861  2.5496
H  5.4817  -4.5052  1.3335
H  6.3937  -0.8935  2.2415
H  5.2096  -0.5060  1.1647
C  3.4348  3.1993  2.9557
C  3.7567  2.7309  4.3993
C  3.5341  1.2457  4.3290
O  3.5144  0.9078  2.9780
C  3.9409  2.0459  2.1816
H  3.8226  4.1744  2.6608
H  2.3552  3.3309  2.8835
H  3.1853  3.3776  5.0653
H  4.8123  2.9560  4.5509
H  2.5472  1.0530  4.7497
H  4.3945  0.8278  4.8516
H  3.5362  2.0340  1.1696
H  5.0216  1.9756  2.0582
C  -4.4837  1.0296  -0.4723
C  -5.8134  1.6611  -0.1994
C  -6.5727  0.3508  0.0795
O  -5.9485  -0.8071  -0.5478
C  -4.6693  -0.3771  -1.0000
H  -3.9157  1.1601  0.4488
H  -3.8753  1.5731  -1.1951
H  -6.2414  2.1578  -1.0702
H  -5.9178  2.3818  0.6116
H  -7.6215  0.3787  -0.2159
H  -6.5565  0.1876  1.1571
H  -4.7763  -0.4582  -2.0817
H  -3.8333  -0.9644  -0.6199
C  5.3510  1.8229  -2.4541
C  6.2601  2.7899  -3.0833
C  6.7826  3.6296  -2.0088
O  6.5130  2.9030  -0.7528
C  5.9675  1.6668  -1.1125
H  5.2261  0.9255  -3.0601
H  4.3315  2.1859  -2.3237
H  5.7848  3.2701  -3.9386
H  7.1966  2.3367  -3.4085
H  6.3443  4.6275  -1.9984
H  7.8654  3.6622  -2.1298
H  5.2239  1.3331  -0.3888
H  6.7568  0.9151  -1.1239
C  2.8797  -2.2665  -1.8425
C  1.8023  -3.0476  -2.5942
C  0.7446  -3.3851  -1.5690
O  1.3949  -3.1970  -0.3408
C  2.7899  -2.9318  -0.5383
H  2.5209  -1.2375  -1.8214
H  3.8315  -2.2598  -2.3735
H  2.1697  -3.9299  -3.1183
H  1.1986  -2.5911  -3.3786
H  0.3909  -4.3987  -1.7576
H  -0.0709  -2.6625  -1.5989
H  3.4109  -3.8189  -0.4137
H  3.0320  -2.0976  0.1202
C  -2.6563  1.2808  -4.5763
C  -2.1586  2.6288  -4.9393
C  -3.3819  3.2810  -5.6754
O  -4.0728  2.1031  -6.2032
C  -3.5242  0.8886  -5.7844
H  -3.3067  1.3443  -3.7039
H  -1.7540  0.7104  -4.3557
H  -1.2405  2.6796  -5.5246
H  -1.8817  3.2130  -4.0617
H  -3.0492  3.8881  -6.5174
H  -4.0165  3.8662  -5.0099
H  -3.0141  0.4165  -6.6240
H  -4.3348  0.1817  -5.6076

Forces on atoms 1 to 6 (eV/Å):
0.1 -0.4 -0.1
0.8 -0.3 0.1
1.6 0.0 0.6
-0.1 -1.2 0.2
5.4 -2.4 1.4
0.1 0.0 -3.0

Its charge is -3. The LUMO energy is 0.1637 Ha.

Mulliken atomic charge list, values in e, 5 entries: 0.76, 1.36, 0.67, 0.88, 0.38

No. 2
This record from the OMol25 dataset describes C4H3I as an isolated structure at a distorted geometry. The level of theory is ωB97M-V/def2-TZVPD.

Positions of all 8 atoms, in Å:
C  -1.3367  -0.1612  0.0646
C  -0.2543  1.4636  0.0623
C  -0.5630  -1.2318  0.0001
C  0.4755  2.4855  -0.0267
I  -3.4288  0.1303  -0.0121
H  0.5555  -1.2118  0.2138
H  -1.1021  -2.1447  -0.0398
H  1.0167  3.3639  -0.2748

Forces on atoms 1 to 6 (eV/Å):
2.9 4.2 -0.3
0.1 0.4 -0.2
0.7 0.9 1.0
-3.3 -4.4 0.1
1.3 -0.2 0.0
-1.8 0.1 -0.7

The LUMO energy is -0.0052 Ha.

Mulliken atomic charge list, values in e, 5 entries: -0.07, -0.55, -0.50, 0.00, 0.17

No. 3
This record from the OMol25 dataset describes CH6N2O3 as an isolated structure at a distorted geometry. The level of theory is ωB97M-V/def2-TZVPD.

Positions of all 12 atoms, in Å:
C  0.1264  -0.2169  -0.2871
N  -0.7129  0.3293  0.6702
N  1.4203  0.0572  0.8332
O  0.0541  -1.5411  -0.5094
O  0.3111  0.5164  -1.4003
O  -2.1381  0.2002  -0.2727
H  0.5091  -1.7652  -1.3318
H  0.7436  1.3526  -1.1852
H  -2.1720  1.0886  -0.6534
H  -1.0085  -0.3891  1.3245
H  1.4157  -0.6251  1.5863
H  1.4511  0.9931  1.2255

Forces on atoms 1 to 6 (eV/Å):
3.9 0.6 3.6
-4.8 0.2 -2.5
-0.1 -0.9 -2.1
-0.3 0.0 -0.2
0.2 0.0 -0.5
1.3 0.3 1.6

The LUMO energy is 0.0213 Ha.

Mulliken atomic charge list, values in e, 5 entries: 0.96, -0.44, -0.75, -0.48, -0.51

| no. | orbital gap (eV) |
| --- | --- |
| 1 | 1.0 |
| 2 | 9.5 |
| 3 | 9.6 |